(1)
The following is a DFT calculation (ωB97M-V/def2-TZVPD) of a molecular structure, C42H24CrN4O18 in a non-equilibrium geometry.

Properties
Charge: -1
LUMO energy (spin up / spin down), eV: -0.13 / 0.24
Kohn-Sham gap (spin up / spin down), eV: 6.69 / 7.04
Spin multiplicity: 4
<S²>: 3.808

XYZ file:
```
89
C42H24CrN4O18 ωB97M-V/def2-TZVPD
Cr 0.62833 -3.32721 3.29924
N -1.92719 -3.81331 3.70057
O -3.10057 -4.00581 3.77826
O -1.08007 -4.01029 4.62393
O -1.35946 -3.38849 2.62409
N 3.41964 -2.07942 2.52777
O 4.25465 -2.42854 1.69502
O 2.50389 -2.98033 2.80212
O 3.43425 -1.03749 3.12228
N 0.13458 -0.09374 2.88699
O -0.79356 0.48428 2.32197
O 0.93919 0.47579 3.59074
O 0.22818 -1.36708 2.68580
N 1.62789 -2.02859 6.08096
O 1.32996 -2.55020 7.14746
O 1.02695 -2.49429 5.03017
O 2.39918 -1.10416 5.95995
C -3.20594 -2.21026 -0.46429
C -2.21230 -1.46694 0.17383
C -1.36397 -0.68457 -0.56180
C -1.49528 -0.63691 -1.95710
C -2.37310 -1.51202 -2.58395
C -3.26695 -2.26685 -1.84902
C -2.47527 -1.50953 -4.07557
O -3.36500 -2.09592 -4.64566
C -1.35798 -0.88105 -4.83135
C -1.27703 -1.02219 -6.20515
C -0.42501 -0.23313 -6.95262
C 0.39549 0.69492 -6.31020
C 0.33735 0.79472 -4.93529
C -0.56777 0.06489 -4.18941
C -0.65546 0.31924 -2.71693
O 0.04054 1.14930 -2.18117
H -3.94225 -2.72169 0.14332
H -2.17131 -1.49286 1.25343
H -0.54287 -0.13484 -0.11719
H -3.98358 -2.90298 -2.34934
H -1.91855 -1.70533 -6.74941
H -0.36813 -0.31065 -8.03103
H 1.08328 1.28075 -6.90482
H 1.02983 1.46128 -4.43411
C -1.29727 4.55998 -0.18372
C -0.70545 3.48983 0.48244
C 0.19736 3.79815 1.48723
C 0.62072 5.10279 1.69227
C -0.03657 6.16688 1.05993
C -0.97701 5.88311 0.09946
C 0.16306 7.57874 1.47865
O -0.43651 8.48646 0.93421
C 1.13738 7.83361 2.57693
C 1.25221 9.11035 3.10307
C 2.07007 9.36307 4.18698
C 2.83539 8.32590 4.70500
C 2.67990 7.03023 4.23259
C 1.80108 6.77468 3.19638
C 1.63277 5.34676 2.76254
O 2.24452 4.46394 3.30366
H -2.01616 4.37273 -0.97522
H -0.90941 2.48582 0.14025
H 0.71071 2.97253 1.97015
H -1.49274 6.62544 -0.49299
H 0.70058 9.92136 2.64217
H 2.13669 10.35144 4.62060
H 3.47756 8.52017 5.55714
H 3.16063 6.19558 4.72472
C 2.93835 -1.87810 -1.90341
C 2.49888 -1.98539 -3.22078
C 1.35427 -2.70221 -3.50839
C 0.63145 -3.32963 -2.49644
C 1.10250 -3.24531 -1.18623
C 2.22488 -2.48227 -0.89131
C 0.37095 -3.90249 -0.09118
O 0.63857 -3.65847 1.06470
C -0.71224 -4.85792 -0.45252
C -1.19391 -5.72042 0.52523
C -2.13381 -6.67804 0.18153
C -2.55008 -6.82976 -1.13666
C -2.13733 -5.90666 -2.07561
C -1.18117 -4.95075 -1.75731
C -0.56628 -4.12846 -2.84513
O -1.01401 -4.20007 -3.97858
H 3.82338 -1.31081 -1.65198
H 3.14204 -1.56682 -3.98473
H 0.92722 -2.71391 -4.50633
H 2.63255 -2.49007 0.11321
H -0.93560 -5.63057 1.56842
H -2.50527 -7.36432 0.93358
H -3.30847 -7.57306 -1.34261
H -2.58099 -5.88254 -3.06443
```

Table of Mulliken atomic charges, one value per atom, all in e:
1. Cr 0.65
2. N 1.26
3. O -0.60
4. O -0.61
5. O -0.21
6. N 0.94
7. O -0.65
8. O -0.50
9. O -0.50
10. N 0.62
11. O -0.59
12. O -0.60
13. O 0.19
14. N 0.69
15. O -0.62
16. O -0.44
17. O -0.48
18. C -0.73
19. C -0.67
20. C 0.17
21. C -0.56
22. C 0.86
23. C -0.76
24. C -0.33
25. O -0.66
26. C 0.93
27. C -0.70
28. C -0.50
29. C -0.79
30. C -0.47
31. C 0.25
32. C 0.40
33. O -0.66
34. H 0.47
35. H 0.59
36. H 0.83
37. H 0.50
38. H 0.46
39. H 0.42
40. H 0.41
41. H 0.49
42. C -0.58
43. C -0.07
44. C -0.60
45. C 0.12
46. C 0.28
47. C -0.75
48. C 0.56
49. O -0.68
50. C 0.07
51. C -0.47
52. C -0.51
53. C -0.43
54. C -0.60
55. C 0.38
56. C 0.31
57. O -0.61
58. H 0.39
59. H 0.60
60. H 0.52
61. H 0.41
62. H 0.44
63. H 0.39
64. H 0.36
65. H 0.47
66. C -0.73
67. C -0.74
68. C -0.70
69. C 0.71
70. C -0.05
71. C -0.25
72. C 0.89
73. O -0.06
74. C 0.54
75. C -0.77
76. C -0.63
77. C -0.86
78. C -0.44
79. C 0.53
80. C 0.34
81. O -0.74
82. H 0.51
83. H 0.42
84. H 0.58
85. H 0.17
86. H 0.44
87. H 0.41
88. H 0.37
89. H 0.51

(2)
The following is a DFT calculation (ωB97M-V/def2-TZVPD) of 3 unconnected molecules or ions with the total composition C2H8INSi in a non-equilibrium geometry.

Properties
LUMO energy, eV: -0.20
Kohn-Sham gap, eV: 7.36
ΔE to the lowest compared entry with this formula, charge and spin, kcal/mol: 14.9
Spin multiplicity: 1

XYZ file:
```
13
C2H8INSi ωB97M-V/def2-TZVPD
C -0.50193 -0.43275 1.41005
C 1.57943 -0.45091 0.05193
N 0.43151 -0.02008 0.33360
Si 0.15490 1.84997 -0.10705
I 1.46146 2.01173 -2.22203
H -0.34236 -1.45801 1.44255
H -0.22074 -0.12593 2.36479
H -1.42455 0.08013 1.15490
H 2.21429 -0.10883 -0.70270
H -2.13982 -0.39335 -1.97824
H 1.93206 -1.27429 0.67119
H -1.18314 1.46613 -0.84382
H -1.96110 -1.14382 -1.57517
```

Table of Mulliken atomic charges, one value per atom, all in e:
1. C -0.98
2. C -0.14
3. N 0.21
4. Si -0.21
5. I -0.17
6. H 0.38
7. H 0.36
8. H 0.37
9. H 0.07
10. H 0.01
11. H 0.21
12. H -0.09
13. H 0.00

no.,M (g/mol)
1,924.7
2,201.1